DFT (ωB97M-V/def2-TZVPD) results for a 6-piece molecular cluster, C25H45ClN8O3 overall in a non-equilibrium geometry.

## Properties
Multiplicity: 1
Molar mass (g/mol): 541.1
Largest force on an atom (eV/Å): 3.12
Lowest unoccupied orbital energy (eV): -3.6
Net charge: +2

Each line ends with the Mulliken charge.
Positions of all 82 atoms, in Å:
C: 1.644315 1.334834 3.719426  -1.18
C: 0.511449 1.122417 4.654305  -0.37
N: -0.681082 1.958239 4.391146  0.26
C: -0.913626 2.865620 3.355347  0.14
C: -2.205565 3.307417 3.475401  -0.74
N: -2.693821 2.713844 4.634113  0.11
C: -1.741627 1.934867 5.187895  -0.18
C: -4.068449 2.694043 5.043279  -0.95
H: 1.339497 1.133144 2.690247  0.10
H: 2.410197 0.635776 4.020048  0.47
H: 2.080480 2.330480 3.829530  0.38
H: 0.851050 1.346221 5.652518  0.39
H: 0.195558 0.066743 4.565642  0.34
H: -0.183731 2.861432 2.492966  0.32
H: -2.800194 3.912023 2.806663  0.44
H: -1.917230 1.377882 6.123339  0.43
H: -4.513908 1.698156 4.994567  0.33
H: -4.584166 3.460897 4.533051  0.36
H: -4.113390 3.086209 6.058518  0.38
C: 3.829559 1.924045 0.066489  -0.78
C: 3.398675 2.490303 -1.308215  -0.50
N: 2.677631 3.721741 -1.112598  0.27
C: 3.334228 4.804628 -0.630615  -0.46
C: 2.360560 5.768720 -0.414187  -0.56
N: 1.133135 5.192920 -0.657869  0.29
C: 1.373278 3.994737 -1.127147  -0.65
C: -0.124743 5.855891 -0.537029  -0.88
H: 4.378872 0.961745 -0.152617  0.37
H: 2.884244 1.782071 0.691133  -0.02
H: 4.450769 2.634924 0.618773  0.43
H: 2.754920 1.804401 -1.797269  0.29
H: 4.339483 2.664756 -1.839969  0.38
H: 4.415360 4.915901 -0.550109  0.43
H: 2.355620 6.792545 0.020413  0.41
H: 0.697190 3.281487 -1.608685  0.82
H: -0.240108 6.656007 -1.280058  0.36
H: -0.148689 6.358462 0.454523  0.35
H: -1.009472 5.164302 -0.619783  0.29
C: 1.327994 -5.606202 2.501084  -1.19
C: 1.319677 -4.728503 1.304040  -0.25
N: 1.269526 -5.552666 0.103491  0.33
C: 2.118104 -6.608179 -0.229270  -0.39
C: 1.785170 -7.059394 -1.455191  -0.46
N: 0.715782 -6.301025 -1.850718  0.11
C: 0.420478 -5.403927 -0.902714  0.25
C: -0.125019 -6.525293 -3.013605  -0.94
H: 0.393802 -6.206401 2.593458  0.33
H: 1.227512 -4.978426 3.465861  0.35
H: 2.276758 -6.177203 2.602030  0.35
H: 2.246145 -4.195511 1.276900  0.21
H: 0.526467 -4.035298 1.356863  0.35
H: 2.870915 -6.987238 0.415953  0.38
H: 2.158470 -7.863723 -2.072577  0.46
H: -0.279123 -4.546809 -0.995891  0.00
H: -0.932068 -5.841162 -2.979079  0.32
H: -0.594765 -7.509847 -2.828868  0.39
H: 0.464404 -6.491488 -3.905216  0.33
C: -4.039478 0.753853 -2.123059  -1.24
C: -3.054504 -0.281415 -1.703396  -0.04
N: -2.339407 -0.679468 -2.870216  0.46
C: -2.967087 -1.180689 -3.986242  -0.36
C: -2.082153 -1.275426 -4.935869  -0.78
N: -0.875939 -0.864538 -4.408965  0.24
C: -1.081399 -0.454043 -3.171981  -0.33
C: 0.345559 -0.622552 -5.134831  -0.86
H: -4.703509 0.334944 -2.888409  0.43
H: -3.488545 1.575941 -2.672085  0.29
H: -4.561340 1.144831 -1.235572  0.39
H: -3.614899 -1.141028 -1.325805  0.24
H: -2.438585 0.101030 -0.884293  0.09
H: -3.993318 -1.515858 -3.945252  0.47
H: -2.152986 -1.625725 -5.914690  0.53
H: -0.418320 0.078821 -2.465881  0.58
H: 0.286560 0.439069 -5.552873  0.30
H: 0.536114 -1.330525 -5.976818  0.31
H: 1.164788 -0.703860 -4.406076  0.33
O: -0.557557 0.530069 0.823889  -0.45
C: 0.005493 1.541741 0.042392  0.63
O: 0.235700 2.557763 0.719511  -0.61
O: 0.262095 1.378274 -1.187478  -0.66
H: -0.556365 -0.304462 0.316578  0.02
Cl: -0.577440 -2.448319 -0.942323  -0.76

Force components x, y, z for each atom (eV/Å):
C 0.3 0.5 -0.6
C -0.5 -0.5 -0.1
N -0.1 0.7 0.3
C 0.7 -1.1 -0.9
C 1.0 -0.9 0.7
N 0.9 -0.5 -0.5
C -1.2 0.3 -0.3
C -0.1 0.3 1.7
H 0.2 0.1 0.0
H 0.3 -0.3 -0.1
H -0.1 0.0 -0.2
H -0.2 -0.1 0.5
H 0.0 0.5 0.3
H -1.0 0.4 0.8
H 0.0 0.0 0.3
H 0.4 0.3 -0.8
H 0.0 0.3 -0.3
H -0.8 0.3 -1.1
H 0.0 -0.5 0.3
C -1.3 -0.8 0.0
C 1.0 -0.5 1.2
N 0.2 0.9 0.1
C -0.7 2.9 0.4
C 0.9 0.7 1.4
N 1.3 -0.1 -0.8
C -0.6 -2.3 -1.4
C -1.8 0.8 0.6
H -0.6 1.0 0.7
H 1.3 -0.2 -0.8
H 0.2 -0.2 -0.2
H -0.4 -0.7 -0.6
H -0.5 0.2 -0.5
H -0.5 -0.3 0.0
H 0.5 -1.1 -0.5
H 0.0 0.4 0.7
H 0.1 -0.3 0.0
H -0.1 -0.5 -0.6
H 1.2 0.5 0.1
C -0.6 0.1 3.1
C 1.0 -0.8 0.2
N 0.0 -0.7 -1.0
C 0.1 0.2 0.3
C -0.3 0.0 0.0
N -0.5 0.9 0.3
C -0.1 0.4 -0.4
C -0.1 -1.6 1.1
H 0.9 -0.1 -0.4
H 0.5 -0.6 -1.5
H -0.9 0.0 0.0
H 0.5 0.6 -0.2
H -1.0 0.7 -0.6
H 0.4 0.0 0.4
H 0.1 0.1 0.2
H 0.2 -0.5 0.1
H -0.5 1.0 -0.3
H 0.3 0.3 -0.7
H 0.1 0.0 -0.6
C 0.0 1.6 -0.8
C -0.8 -0.2 1.3
N 0.2 0.0 -0.6
C -2.3 -0.5 1.9
C 1.9 -0.2 -1.0
N 0.1 0.2 -0.6
C 0.5 0.5 1.4
C 0.8 1.3 -0.9
H -0.3 0.2 0.5
H -0.6 -0.5 0.9
H -0.1 0.0 -0.6
H 0.4 -0.1 0.1
H 0.4 -0.4 -0.5
H 0.1 0.2 -0.1
H -0.1 -0.5 -1.3
H 0.0 -0.5 -0.5
H 0.4 -1.4 0.4
H -0.5 0.4 0.8
H -0.2 0.1 -0.4
O 0.3 0.0 -1.1
C 0.2 -0.4 0.2
O 0.2 0.6 -0.1
O -0.6 -0.5 1.0
H 0.0 -0.1 -0.1
Cl 0.0 0.2 0.2

DFT (ωB97M-V/def2-TZVPD) results for a 10-piece molecular cluster, C25H45F3N4O23S3 overall in a non-equilibrium geometry.

## Properties
Multiplicity: 1
Molar mass (g/mol): 922.8
Energy relative to the best compared isomer or geometry (same formula, charge and spin) (eV): 6.536
Largest force on an atom (eV/Å): 5.01
Lowest unoccupied orbital energy (eV): -0.3
SMILES: O=C1OC[C@@H](F)O1.O=C1OC[C@@H](F)O1.O=C1OC[C@@H](F)O1.C[N+](=O)[O-].C[N+](=O)[O-].C[N+](=O)[O-].C[N+](=O)[O-].O=S1(=O)CCCC1.O=S1(=O)CCCC1.O=S1(=O)CCCC1

Each line ends with the Mulliken charge.
Positions of all 103 atoms, in Å:
C: 1.688924 -7.150827 5.635407  -0.69
N: 1.982734 -8.331827 6.607467  0.85
O: 2.040744 -9.476347 6.135237  -0.52
O: 2.118014 -8.016547 7.752817  -0.50
H: 0.980214 -7.494507 4.881937  0.29
H: 2.623424 -6.673837 5.339947  0.27
H: 1.076434 -6.455177 6.209007  0.30
C: -2.098146 6.673123 4.668827  -0.73
N: -1.422626 7.962613 4.755557  0.87
O: -0.246606 7.844773 4.903537  -0.51
O: -2.039166 8.963663 4.430377  -0.52
H: -1.679016 5.812293 4.147867  0.28
H: -2.969156 7.025263 4.116147  0.33
H: -2.398506 6.442903 5.691017  0.28
C: 2.350274 -7.832987 -0.519593  -0.63
N: 1.675104 -8.550567 -1.730733  0.74
O: 0.793604 -7.878997 -2.358443  -0.48
O: 1.951574 -9.742037 -1.971743  -0.47
H: 3.245174 -8.363467 -0.194253  0.29
H: 1.677834 -7.873177 0.337327  0.28
H: 2.469904 -6.772207 -0.739903  0.27
C: 5.631184 4.335073 0.720947  -0.76
N: 5.244384 5.421483 -0.158863  0.93
O: 4.078764 5.475523 -0.423663  -0.54
O: 6.134754 6.011283 -0.657563  -0.53
H: 6.716424 4.340903 0.619327  0.33
H: 5.302254 3.336613 0.432887  0.29
H: 5.361784 4.633563 1.734077  0.28
C: -7.157236 -0.970257 7.077337  -0.62
C: -6.905876 0.258653 8.021417  -0.53
C: -6.491986 1.434733 7.136467  -0.77
S: -7.502076 1.439603 5.558657  0.95
O: -6.549076 1.966523 4.469497  -0.62
O: -8.770516 2.160123 5.685157  -0.58
C: -7.598526 -0.475527 5.639197  -0.64
H: -7.850086 -1.704617 7.488137  0.34
H: -6.277786 -1.606087 7.179277  0.31
H: -6.055646 0.026743 8.662857  0.30
H: -7.761016 0.463663 8.665467  0.31
H: -5.444046 1.366663 6.844407  0.36
H: -6.396286 2.400533 7.632617  0.48
H: -7.106766 -0.973627 4.803637  0.38
H: -8.646886 -0.709677 5.454177  0.35
C: -0.769466 -0.306827 -0.833473  -0.57
C: -0.530216 0.096083 0.659217  -0.61
C: -1.665976 -0.643597 1.492787  -0.73
S: -1.966126 -2.279007 0.778877  1.06
O: -3.384726 -2.308147 0.516647  -0.61
O: -1.046786 -3.193417 1.491067  -0.61
C: -1.097736 -1.777567 -0.821783  -0.68
H: 0.182974 -0.152617 -1.340593  0.28
H: -1.454736 0.355663 -1.362263  0.31
H: -0.470276 1.178103 0.776437  0.36
H: 0.413404 -0.308387 1.025397  0.29
H: -2.584276 -0.073607 1.351667  0.32
H: -1.557376 -0.866397 2.554237  0.45
H: -1.642836 -2.149007 -1.689543  0.40
H: -0.079156 -2.162757 -0.868853  0.35
C: 5.544234 3.076983 -7.503333  -0.64
C: 5.870014 2.785303 -6.061063  -0.46
C: 6.986574 1.749783 -6.085853  -0.85
S: 8.068964 2.170593 -7.566623  1.04
O: 8.451944 0.949873 -8.258303  -0.65
O: 9.104154 3.056053 -7.020353  -0.64
C: 6.777294 2.980593 -8.380973  -0.49
H: 5.098834 4.061913 -7.643433  0.29
H: 4.836224 2.339183 -7.880793  0.30
H: 5.093164 2.394003 -5.404183  0.33
H: 6.188304 3.711083 -5.581773  0.29
H: 6.560864 0.784863 -6.361193  0.34
H: 7.477414 1.409883 -5.173903  0.46
H: 6.638504 2.146263 -9.068543  0.27
H: 7.204554 3.840953 -8.896073  0.42
C: -8.143646 0.019453 -2.495793  -0.33
C: -7.001306 0.826233 -1.869573  0.33
O: -7.539946 2.063243 -1.371173  -0.30
C: -8.870436 2.064123 -1.808243  0.62
O: -9.709696 2.919083 -1.533913  -0.54
O: -9.261426 0.925003 -2.446743  -0.30
F: -6.262026 1.219893 -2.971383  -0.30
H: -8.312486 -0.919337 -1.968283  0.27
H: -7.998936 -0.065797 -3.572773  0.25
H: -6.391656 0.418143 -1.063413  0.30
C: -2.442906 0.417733 -8.908373  -0.48
C: -1.249116 -0.234197 -8.271983  0.39
O: -1.750156 -1.249287 -7.431493  -0.28
C: -3.067606 -0.928547 -7.286293  0.61
O: -3.896576 -1.643977 -6.745353  -0.54
O: -3.465886 0.116723 -8.049663  -0.30
F: -0.777176 0.776873 -7.454493  -0.29
H: -2.692566 0.130723 -9.929843  0.29
H: -2.436386 1.499403 -9.042713  0.28
H: -0.573426 -0.501627 -9.084403  0.32
C: 7.388554 -0.471907 4.452097  -0.42
C: 8.257784 -0.759467 3.161477  0.18
O: 7.259754 -1.084917 2.231697  -0.31
C: 6.256784 -1.721267 2.963487  0.65
O: 5.207474 -2.196087 2.576057  -0.52
O: 6.499764 -1.455177 4.294797  -0.31
F: 9.043184 -1.777117 3.484537  -0.28
H: 7.088934 0.575833 4.476087  0.31
H: 8.035544 -0.715987 5.294667  0.31
H: 8.781414 0.142353 2.844257  0.39

Force components x, y, z for each atom (eV/Å):
C -1.0 -0.6 1.0
N -0.3 -0.3 -2.3
O 0.0 1.7 0.7
O 0.2 -0.2 0.8
H 0.9 -0.3 -0.4
H -0.2 -0.4 -0.2
H 0.5 0.1 0.3
C -3.2 0.3 0.2
N 0.3 -0.7 -2.4
O 2.3 1.1 1.0
O 0.3 -0.1 0.9
H 0.9 0.7 0.2
H -0.5 -0.9 0.2
H 0.0 -0.3 -0.1
C -0.6 -0.5 -0.3
N -1.7 0.0 -0.9
O 2.8 -1.9 1.9
O -0.4 2.9 0.7
H 0.0 0.1 -0.7
H -0.4 -0.3 -0.4
H 0.2 -0.3 -0.4
C 1.9 -0.5 1.4
N -1.0 -2.8 -0.1
O -1.7 1.0 -0.3
O 1.7 2.3 -1.2
H 0.0 -0.2 0.5
H -0.7 0.5 -0.1
H -0.2 -0.4 -0.1
C 0.0 0.5 0.1
C 0.0 -0.2 -0.7
C 0.1 0.4 0.0
S 3.5 1.7 -1.2
O -2.8 -2.1 2.9
O 1.1 -1.6 0.1
C -0.6 -0.1 0.5
H -0.8 0.6 0.0
H 0.6 0.4 -1.2
H -0.1 0.0 0.1
H 0.0 0.2 -0.2
H -0.1 -0.8 -0.7
H -1.1 0.2 0.0
H 0.6 0.6 0.1
H -0.2 0.2 0.3
C 0.2 1.0 1.0
C -0.8 -1.4 0.5
C -0.1 0.9 -0.4
S 3.4 2.7 -1.2
O 0.0 -1.5 0.4
O -2.3 0.4 -0.9
C 0.3 -0.9 -0.4
H 0.0 -0.1 -0.2
H -0.5 -0.1 0.4
H -0.4 -0.1 0.2
H 0.2 0.0 -0.3
H -0.2 -0.2 0.1
H 0.6 0.5 0.0
H -0.2 0.0 0.2
H -0.4 -1.1 0.5
C -1.0 0.4 -0.5
C 1.3 0.1 1.2
C 0.0 -1.2 -1.1
S 1.7 -0.9 4.6
O -0.2 1.0 0.1
O -1.0 -0.5 -1.3
C 0.3 -0.8 -1.5
H -0.1 -0.1 0.2
H -0.1 0.1 0.0
H -0.5 0.1 -0.5
H 0.3 0.0 0.1
H -0.4 -0.1 -0.6
H 0.6 1.1 0.0
H -0.5 0.6 -0.8
H -0.4 0.1 0.1
C -0.3 0.7 0.1
C 0.0 1.7 -1.0
O -2.1 -1.9 -1.1
C -3.1 2.1 1.7
O 3.0 -1.9 -0.9
O 1.2 0.4 1.1
F 0.9 -0.3 0.5
H -0.4 0.1 -0.2
H 0.6 -0.7 0.3
H 0.1 -0.3 -0.5
C -0.4 1.1 -1.9
C -0.3 1.7 -0.4
O 0.0 1.2 -1.1
C -4.0 -2.9 0.5
O 2.4 1.7 -0.3
O -0.6 -0.9 1.6
F 1.2 -0.5 0.2
H 0.1 -1.0 0.0
H 0.9 0.1 0.6
H 0.7 -0.6 1.0
C 4.3 0.7 -1.0
C -1.6 2.8 1.7
O -0.4 -1.6 0.3
C -2.6 1.0 0.1
O 3.2 0.6 0.4
O -3.4 -2.2 -0.6
F 1.1 -1.1 -0.7
H -0.8 -0.2 0.0
H -0.2 0.3 0.2
H 0.4 -0.5 -0.5

> Among the records above, which one has the lowest molar mass?

C25H45ClN8O3